{
  "formula": "C46H76Br6Cl2NO18",
  "method": "ωB97M-V/def2-TZVPD",
  "elements": ["C", "C", "C", "C", "N", "C", "C", "C", "C", "C", "H", "H", "H", "H", "H", "H", "H", "H", "H", "H", "H", "H", "H", "H", "H", "H", "H", "H", "H", "H", "O", "C", "C", "O", "H", "H", "H", "H", "O", "C", "O", "C", "C", "C", "H", "H", "H", "H", "H", "H", "O", "C", "O", "C", "C", "C", "H", "H", "H", "H", "H", "H", "O", "C", "O", "C", "C", "C", "H", "H", "H", "H", "H", "H", "O", "C", "O", "C", "C", "C", "H", "H", "H", "H", "H", "H", "O", "C", "O", "C", "C", "C", "H", "H", "H", "H", "H", "H", "O", "C", "O", "C", "C", "C", "H", "H", "H", "H", "H", "H", "O", "C", "O", "C", "C", "C", "H", "H", "H", "H", "H", "H", "O", "C", "O", "C", "C", "C", "H", "H", "H", "H", "H", "H", "C", "Cl", "Cl", "H", "H", "C", "Br", "Br", "Br", "H", "C", "Br", "Br", "Br", "H"],
  "coordinates": [[-2.669, -2.854, 3.652], [-1.408, -2.536, 2.891], [-1.554, -1.277, 2.064], [-0.326, -1.092, 1.205], [-0.203, 0.243, 0.514], [1.050, 0.274, -0.388], [1.286, 1.763, -0.633], [1.007, 2.379, 0.736], [-0.074, 1.487, 1.395], [-1.450, 0.380, -0.347], [-3.418, -3.261, 2.971], [-3.085, -1.947, 4.092], [-2.542, -3.579, 4.456], [-1.178, -3.422, 2.291], [-0.562, -2.449, 3.577], [-1.725, -0.448, 2.756], [-2.434, -1.278, 1.417], [-0.175, -1.780, 0.374], [0.584, -1.014, 1.809], [0.965, -0.360, -1.268], [1.886, -0.110, 0.203], [0.560, 2.127, -1.367], [2.217, 2.026, -1.132], [0.605, 3.391, 0.731], [1.870, 2.340, 1.403], [-1.006, 2.032, 1.485], [0.332, 1.076, 2.319], [-2.293, 0.562, 0.316], [-1.573, -0.543, -0.915], [-1.442, 1.139, -1.134], [-3.268, -0.545, -5.417], [-2.618, -1.539, -4.712], [-1.360, -1.202, -3.777], [-0.943, 0.121, -3.641], [-2.416, -2.379, -5.411], [-3.470, -1.902, -4.087], [-0.498, -1.846, -4.048], [-1.741, -1.567, -2.797], [-1.451, 4.395, -4.350], [-0.477, 4.975, -4.007], [0.477, 4.393, -3.240], [1.607, 5.247, -3.063], [1.435, 6.301, -4.159], [-0.109, 6.382, -4.320], [2.546, 4.703, -3.153], [1.534, 5.717, -2.080], [1.930, 6.080, -5.105], [1.847, 7.285, -3.918], [-0.462, 6.601, -5.324], [-0.550, 7.057, -3.588], [3.583, 0.273, -2.042], [4.307, 0.130, -1.091], [4.939, 1.158, -0.522], [5.655, 0.702, 0.623], [6.007, -0.763, 0.285], [4.776, -1.200, -0.510], [5.136, 0.665, 1.581], [6.591, 1.247, 0.727], [6.173, -1.391, 1.159], [6.857, -0.853, -0.393], [3.945, -1.582, 0.089], [4.999, -1.942, -1.273], [0.022, -5.329, -1.624], [0.686, -4.476, -2.164], [0.854, -3.273, -1.636], [1.800, -2.484, -2.361], [2.578, -3.597, -3.128], [1.494, -4.607, -3.439], [2.494, -1.865, -1.787], [1.345, -1.719, -2.998], [3.394, -3.992, -2.523], [3.021, -3.262, -4.069], [1.836, -5.621, -3.627], [0.785, -4.328, -4.224], [2.602, -0.367, 2.548], [2.983, -1.408, 3.013], [4.298, -1.727, 2.967], [4.598, -2.814, 3.854], [3.311, -3.659, 3.725], [2.315, -2.500, 3.790], [4.838, -2.569, 4.886], [5.356, -3.446, 3.392], [3.247, -4.235, 4.651], [3.238, -4.291, 2.846], [2.291, -2.091, 4.809], [1.258, -2.648, 3.575], [-4.414, -0.637, -0.527], [-4.250, -1.828, -0.513], [-4.774, -2.633, 0.407], [-4.369, -3.978, 0.211], [-3.078, -3.879, -0.635], [-3.320, -2.604, -1.461], [-5.125, -4.620, -0.239], [-4.054, -4.515, 1.108], [-2.966, -4.737, -1.298], [-2.153, -3.818, -0.063], [-3.813, -2.861, -2.395], [-2.416, -2.010, -1.571], [-0.648, 6.427, -1.150], [-0.514, 6.892, -0.060], [-0.001, 6.145, 0.945], [0.040, 6.937, 2.132], [0.073, 8.358, 1.639], [-0.876, 8.305, 0.451], [0.905, 6.755, 2.773], [-0.800, 6.748, 2.806], [1.078, 8.745, 1.482], [-0.406, 9.009, 2.376], [-0.711, 9.090, -0.278], [-1.904, 8.122, 0.766], [-3.972, 3.251, -3.348], [-4.667, 2.713, -2.559], [-4.514, 2.901, -1.206], [-5.546, 2.222, -0.469], [-6.606, 1.875, -1.514], [-5.806, 1.709, -2.813], [-6.115, 2.889, 0.181], [-5.173, 1.358, 0.075], [-7.336, 2.673, -1.663], [-7.168, 0.958, -1.322], [-6.426, 1.856, -3.690], [-5.296, 0.745, -2.845], [0.136, -5.123, 4.176], [0.916, -6.001, 4.400], [1.887, -6.332, 3.513], [2.601, -7.488, 3.915], [1.888, -7.988, 5.160], [0.961, -6.901, 5.637], [3.606, -7.189, 4.234], [2.815, -8.271, 3.189], [2.704, -8.148, 5.868], [1.466, -8.976, 4.975], [1.403, -6.305, 6.439], [-0.031, -7.168, 5.988], [1.958, 1.726, -4.938], [1.652, 3.164, -5.934], [3.174, 0.717, -5.834], [2.383, 2.025, -3.984], [1.073, 1.124, -4.725], [3.729, 5.766, 0.920], [4.290, 7.589, 1.448], [4.417, 4.467, 2.218], [4.273, 5.371, -0.884], [2.648, 5.694, 0.973], [-6.229, -0.421, 2.470], [-7.064, -2.068, 3.101], [-5.040, 0.256, 3.862], [-7.687, 0.821, 2.154], [-5.685, -0.593, 1.545]],
  "atomic_forces_ev_per_a": [[-0.6, 0.1, 0.3], [0.1, -0.8, 0.1], [-0.1, 0.0, -0.5], [1.5, 1.7, 0.3], [-1.1, 1.0, -2.0], [0.4, 0.5, 0.5], [-1.1, 0.2, -0.6], [-0.3, -0.2, 0.5], [1.2, -0.9, -0.3], [-0.2, -0.1, -0.5], [-0.1, 0.1, 0.0], [-0.1, 0.0, 0.1], [0.2, 0.0, -0.1], [0.2, 0.2, -0.3], [-0.2, 0.2, 0.0], [0.3, 0.2, -0.1], [-0.1, -0.4, 0.2], [-0.3, -0.5, 0.3], [-0.2, -0.9, 0.2], [-0.7, 0.3, -0.1], [-0.2, -0.1, 0.3], [-0.3, -0.1, 0.1], [0.3, -0.3, 0.6], [0.3, 0.2, -0.3], [0.2, 0.2, -0.2], [-0.2, -0.5, 0.1], [-0.4, 0.4, 0.4], [0.0, -0.1, 0.0], [0.1, 0.1, 0.2], [0.6, 0.2, 0.2], [1.0, -0.2, 0.2], [-1.9, 1.7, -1.2], [-0.3, 1.8, 0.1], [0.4, -1.0, 0.3], [0.8, -0.5, 0.1], [0.4, -0.9, 0.9], [0.0, -0.6, -0.3], [0.8, -0.1, -0.2], [-0.2, -0.2, -0.1], [-0.9, -0.4, 0.2], [0.8, -0.5, 0.6], [-0.6, 0.6, -0.7], [-0.2, 1.5, -0.3], [1.4, 0.0, -0.3], [-0.2, -0.3, 0.0], [0.1, -0.1, 0.1], [-0.2, -0.6, 0.1], [0.0, -0.1, 0.5], [0.1, 0.2, 0.0], [-0.1, -0.1, 0.0], [0.1, 0.1, 0.6], [-0.1, -1.0, -2.1], [-0.2, 0.7, 1.2], [1.7, -1.5, 0.1], [-0.5, -0.4, -0.2], [-0.1, 0.5, 0.4], [-0.7, 0.6, -0.3], [-0.3, 0.5, -0.1], [0.1, 0.2, 0.1], [0.2, 0.3, 0.2], [0.2, -0.1, 0.2], [-0.2, 0.2, -0.2], [0.0, 0.5, -0.1], [-0.3, -1.8, -0.1], [-0.2, 1.4, 1.2], [1.4, -0.4, -1.5], [0.0, 1.2, -1.4], [-0.4, 0.0, 1.0], [-0.4, -0.7, 0.9], [-0.7, -0.5, -0.3], [-0.2, -0.3, 0.2], [0.1, 0.4, 0.2], [-0.1, -0.1, 0.2], [0.4, 0.4, -0.3], [-0.2, -0.4, 0.0], [0.4, 0.3, 0.1], [1.3, 0.7, 0.4], [-0.9, -2.1, -2.1], [-0.2, 1.0, 2.1], [-0.9, 0.1, 0.2], [0.0, 0.6, -0.1], [0.6, 0.7, 0.2], [-0.2, -0.4, -0.3], [0.1, 0.2, -0.1], [0.1, -0.1, 0.2], [0.3, -0.3, -0.5], [-0.7, 0.0, 0.7], [1.7, 0.0, -2.2], [-1.1, -0.4, 1.4], [2.0, -1.2, -0.3], [-0.5, -0.1, -1.1], [-0.8, -0.5, 2.4], [-0.3, 0.5, -0.3], [-0.6, 0.7, 0.7], [0.0, -0.1, 0.1], [-0.2, 0.0, 0.4], [0.2, 0.6, -0.3], [-0.4, -0.3, -0.5], [0.0, 0.2, 0.1], [-0.3, 0.4, -1.4], [0.3, -0.2, 0.9], [0.6, 0.4, 0.9], [-1.5, 1.3, 1.2], [1.4, -1.8, -0.2], [0.3, -0.6, -0.5], [-0.4, -0.1, -0.5], [0.0, -0.2, -0.5], [0.4, 0.0, 0.3], [-0.4, -0.2, -0.2], [-0.2, 0.8, 0.1], [0.2, 0.5, 0.0], [-0.6, -0.6, -1.0], [-0.3, -0.2, 0.8], [-1.3, 0.5, -0.6], [0.0, -1.3, -1.1], [0.4, 0.4, 1.3], [0.9, 0.4, 0.5], [0.2, 0.1, -0.2], [0.1, 0.2, 0.3], [0.0, 0.1, 0.4], [0.5, 0.2, -0.3], [-0.1, -0.1, -0.3], [0.3, 0.2, 0.1], [-0.8, -0.1, 0.1], [-0.2, -0.2, -0.7], [1.0, 0.3, 1.3], [1.1, -1.6, 0.8], [0.4, 0.6, -0.7], [0.0, 0.4, -0.2], [-0.9, 0.4, -0.6], [-0.3, -0.3, 0.3], [-0.5, 0.2, 0.1], [0.1, 0.0, 0.0], [0.0, -0.2, -0.3], [0.4, -0.3, -0.1], [-0.2, -0.1, 0.2], [-0.3, 0.1, 0.5], [0.3, 0.1, -0.2], [-0.5, 0.0, -0.4], [0.5, 0.1, 0.3], [-0.4, -0.7, -0.2], [-0.2, 0.4, -0.5], [0.0, 0.0, 0.5], [0.1, 0.2, 0.0], [-0.7, 0.0, 0.7], [0.5, 0.1, -0.3], [-0.1, 0.0, -0.5], [0.4, 0.1, -0.2], [0.1, 0.0, 0.1]],
  "mulliken_charge": [-1.15, -0.17, 0.88, 0.35, 1.04, 0.06, -0.44, -0.15, -0.58, -0.77, 0.05, 0.14, 0.46, 0.41, 0.00, 0.54, -0.71, 0.09, -0.46, -0.37, -0.14, -0.01, 0.88, 0.04, 0.01, 0.29, 0.46, 0.57, -0.88, 0.43, -0.96, -0.34, 2.18, -0.65, 0.21, -0.18, -0.27, -1.04, -0.54, 0.15, 0.25, 0.12, -0.86, -0.41, 0.34, -0.21, 0.32, 0.34, 0.35, 0.18, -0.43, 0.37, -0.29, -0.31, -0.76, 0.22, 0.19, 0.36, 0.22, 0.38, -0.14, 0.38, -0.67, 0.11, 0.29, 1.22, -0.73, -0.53, -1.16, -0.05, 0.34, 0.39, 0.35, 0.32, -0.65, 0.41, -0.32, -0.69, -0.31, 1.11, 0.27, 0.43, 0.14, 0.35, 0.34, -1.47, -0.21, -0.05, -0.27, -0.90, -0.18, 2.35, 0.27, 0.36, 0.52, -0.16, 0.33, -2.58, -0.53, 0.34, -0.23, -0.45, -0.51, -0.50, 0.34, 0.34, 0.21, 0.31, 0.33, 0.29, -0.49, 0.33, -0.40, 0.43, -0.60, -0.17, 0.25, -0.30, 0.36, 0.29, 0.41, -0.02, -0.49, 0.41, -0.30, -0.37, -0.53, -0.42, 0.24, 0.35, 0.23, 0.31, 0.23, 0.35, 1.05, -0.22, -0.27, -0.38, -0.25, 0.63, -0.11, -0.06, 0.04, -0.54, 1.30, -0.10, -0.08, -0.07, -1.05],
  "fmax_ev_per_a": 3.10,
  "total_charge": -1,
  "homo_lumo_gap_ha": 0.05210,
  "homo_ev": -0.477
}